The following is a DFT calculation (ωB97M-V/def2-TZVPD) of a molecular structure, C3H9N3 in a non-equilibrium geometry.

Geometry as XYZ:
```
15
Properties=species:S:1:pos:R:3
C -0.806 -1.371 0.436
C 1.570 -1.049 0.649
C 0.224 0.560 -0.588
H -1.133 -1.068 1.501
H -1.618 -1.284 -0.238
H -0.578 -2.409 0.410
H 1.468 -0.706 1.751
H 1.759 -2.156 0.575
H 2.270 -0.390 0.209
H 1.253 0.922 -0.913
H -1.048 3.281 0.092
H -1.893 2.706 -1.960
N 0.326 -0.686 -0.073
N -0.930 1.132 -0.707
N -0.864 2.517 -1.143
```

Properties
* ΔE to the lowest compared entry with this formula, charge and spin: 122.2 kcal per mole
* spin multiplicity: 1
* E_tot: -283.78844 hartree

The following is a DFT calculation (ωB97M-V/def2-TZVPD) of 2 unconnected molecules or ions with the total composition C4H14N2O2 in a non-equilibrium geometry.

Geometry as XYZ:
```
22
Properties=species:S:1:pos:R:3
C -0.742 -1.622 0.189
O -1.938 -1.090 0.670
C -0.601 -0.728 -1.190
C 0.803 0.010 -1.014
C 0.765 1.467 -0.417
N 1.164 1.548 1.011
N -0.559 -1.270 -2.482
H -0.941 -2.627 -0.028
H 0.153 -1.699 0.920
H -1.810 -0.377 1.339
H -1.517 0.031 -1.118
H 1.622 0.053 -1.857
H 1.407 -0.387 -0.219
H -0.174 1.909 -0.399
H 1.393 2.034 -1.048
H 2.077 1.005 1.173
H 1.501 2.607 1.295
H -0.158 -2.223 -2.296
H -1.523 -1.640 -2.800
H 0.167 0.906 2.182
H -0.726 1.490 3.185
O -0.363 0.603 2.905
```

Properties
* total charge: -1
* ΔE to the lowest compared entry with this formula, charge and spin: 61.3 kcal per mole
* spin multiplicity: 2
* E_tot: -420.65194 hartree
* <S²>: 0.751

The following is a DFT calculation (ωB97M-V/def2-TZVPD) of a molecular structure, C4H5NO2 in a non-equilibrium geometry.

Geometry as XYZ:
```
12
Properties=species:S:1:pos:R:3
O -0.931 2.723 -0.229
C -0.542 1.657 0.008
C -1.107 -0.380 0.438
C -0.129 -1.234 -0.289
N 1.077 -0.823 0.408
C 1.591 0.294 0.010
O 1.084 1.127 -0.851
H -1.141 -0.586 1.512
H -2.008 -0.013 -0.014
H -0.136 -1.025 -1.366
H -0.275 -2.323 -0.150
H 2.516 0.582 0.523
```

Properties
* ΔE to the lowest compared entry with this formula, charge and spin: 95.1 kcal per mole
* spin multiplicity: 1
* E_tot: -360.51780 hartree

The following is a DFT calculation (ωB97M-V/def2-TZVPD) of C5H9ClF2S in the gas phase in a non-equilibrium geometry.

Geometry as XYZ:
```
18
Properties=species:S:1:pos:R:3
C -2.310 -1.419 0.294
S -1.439 -0.117 -0.490
C -1.167 -0.371 -2.070
Cl -1.893 2.121 -0.113
C 0.192 -0.162 0.421
C 1.399 0.547 -0.246
C 2.450 1.149 0.751
F 2.012 -0.185 -1.181
F 0.799 1.578 -1.004
H -2.445 -1.163 1.369
H -3.211 -1.599 -0.365
H -0.833 0.495 -2.822
H -2.120 -0.891 -2.515
H 0.462 -1.252 0.367
H -0.080 0.426 1.354
H 2.377 2.280 0.607
H 2.205 0.707 1.760
H 3.421 0.766 0.212
```

Properties
* ΔE to the lowest compared entry with this formula, charge and spin: 94.0 kcal per mole
* spin multiplicity: 1
* E_tot: -1253.81452 hartree

The following is a DFT calculation (ωB97M-V/def2-TZVPD) of a molecular structure, C28H18Cl4FeN2O2Te in a non-equilibrium geometry.

Geometry as XYZ:
```
56
Properties=species:S:1:pos:R:3
Fe 0.956 -0.457 -0.953
Cl -4.625 -3.752 0.996
C -3.405 -2.972 0.088
C -3.638 -2.702 -1.308
Cl -5.118 -3.187 -2.004
C -2.700 -2.052 -2.072
Cl -2.942 -1.703 -3.733
C -1.493 -1.615 -1.480
O -0.598 -0.947 -2.118
C -1.243 -1.905 -0.074
O -0.151 -1.489 0.414
C -2.234 -2.601 0.683
Cl -1.896 -2.903 2.334
C 4.191 0.819 1.692
C 4.965 -0.325 1.777
C 4.680 -1.398 0.949
C 3.615 -1.309 0.068
N 2.866 -0.195 -0.011
C 3.157 0.843 0.777
C 3.197 -2.435 -0.818
C 3.892 -3.630 -0.914
C 3.379 -4.639 -1.713
C 2.196 -4.425 -2.399
C 1.577 -3.194 -2.276
N 2.070 -2.223 -1.506
H 4.378 1.678 2.321
H 5.784 -0.387 2.481
H 5.280 -2.294 0.999
H 2.535 1.722 0.659
H 4.819 -3.781 -0.381
H 3.901 -5.582 -1.795
H 1.759 -5.190 -3.024
H 0.665 -2.961 -2.811
Te -0.309 1.898 -0.759
C -0.084 3.759 0.171
C -0.541 4.879 -0.512
C -0.489 6.118 0.113
C 0.018 6.231 1.399
C 0.480 5.109 2.072
C 0.432 3.864 1.460
C -2.156 1.269 0.011
C -3.266 1.279 -0.826
C -4.487 0.825 -0.343
C -4.592 0.366 0.963
C -3.480 0.362 1.795
C -2.255 0.808 1.320
H -0.934 4.791 -1.516
H -0.846 6.996 -0.409
H 0.055 7.199 1.880
H 0.875 5.199 3.075
H 0.786 2.987 1.987
H -3.181 1.630 -1.846
H -5.354 0.830 -0.990
H -5.543 0.007 1.333
H -3.563 0.001 2.812
H -1.385 0.784 1.964
```

Properties
* total charge: +1
* ΔE to the lowest compared entry with this formula, charge and spin: 0.0 kcal per mole
* spin multiplicity: 6
* E_tot: -4710.12128 hartree
* <S²>: 8.779

The following is a DFT calculation (ωB97M-V/def2-TZVPD) of C5H11OP in the gas phase in a non-equilibrium geometry.

Geometry as XYZ:
```
18
Properties=species:S:1:pos:R:3
C 1.682 -0.776 0.063
C 1.040 0.321 0.412
C 1.709 1.544 0.901
P -0.981 0.446 0.141
C -1.327 -0.357 -1.403
C -1.625 -0.646 1.408
O -1.378 1.884 0.065
H 1.440 -1.777 -0.163
H 2.709 -0.811 0.020
H 2.850 1.568 0.842
H 1.405 2.424 0.276
H 1.333 1.906 1.835
H -0.770 0.239 -2.160
H -1.197 -1.475 -1.412
H -2.348 -0.188 -1.683
H -1.317 -0.457 2.538
H -2.644 -0.558 1.293
H -1.305 -1.647 1.100
```

Properties
* ΔE to the lowest compared entry with this formula, charge and spin: 16.6 kcal per mole
* spin multiplicity: 1
* E_tot: -613.67491 hartree

The following is a DFT calculation (ωB97M-V/def2-TZVPD) of 6 unconnected molecules or ions with the total composition C5H26N3O5 in a non-equilibrium geometry.

Geometry as XYZ:
```
39
Properties=species:S:1:pos:R:3
N -1.152 -0.196 -1.354
C -1.350 -0.082 0.069
C -1.866 -1.472 0.640
C -2.243 -1.697 2.162
N -1.072 -1.848 3.021
C 0.010 0.120 0.782
N 0.760 1.044 -0.111
C 2.211 0.863 -0.204
H -0.220 -0.616 -1.518
H -1.841 -0.725 -1.872
H -0.911 0.704 -1.846
H -2.075 0.702 0.389
H -2.736 -1.742 0.008
H -1.081 -2.158 0.350
H -2.943 -0.934 2.496
H -2.848 -2.601 2.142
H -0.623 -1.083 3.483
H -0.427 -2.576 2.780
H 0.619 -0.787 0.760
H -0.152 0.281 1.863
H 0.446 2.000 0.017
H 2.839 1.277 0.695
H 2.485 -0.184 -0.281
H 2.634 1.461 -1.035
H 1.691 1.585 2.895
H 2.069 1.342 4.388
O 1.663 0.942 3.611
H -2.273 3.000 -2.577
H -1.269 1.982 -3.295
O -1.882 2.124 -2.554
H 2.193 -0.218 -3.030
H 1.038 -0.923 -4.015
O 1.281 -0.308 -3.324
H 0.418 3.089 -4.268
H 0.882 1.677 -4.581
O 0.081 2.205 -4.474
H 2.245 -2.763 2.867
H 1.776 -1.273 2.540
O 1.625 -2.211 2.381
```

Properties
* total charge: +1
* ΔE to the lowest compared entry with this formula, charge and spin: 40.2 kcal per mole
* spin multiplicity: 1
* E_tot: -746.30934 hartree

The following is a DFT calculation (ωB97M-V/def2-TZVPD) of C18H21N7O3 in the gas phase in a non-equilibrium geometry.

Geometry as XYZ:
```
49
Properties=species:S:1:pos:R:3
C 1.839 -1.275 5.632
C 1.706 -1.520 4.079
C 1.621 -3.035 3.714
O 0.487 -0.931 3.694
C 0.571 0.278 3.450
O 1.414 1.111 3.817
C -0.572 0.908 2.685
N -1.696 1.313 3.296
N -2.483 1.693 2.399
N -1.824 1.804 1.188
C -2.340 2.612 0.047
N -3.380 3.325 0.209
O -3.507 4.044 -1.039
N -2.395 3.740 -1.933
C -1.806 2.819 -1.287
N -0.850 2.253 -2.130
C -0.561 1.131 1.303
C 0.667 1.064 0.383
N 0.390 -0.125 -0.657
C -0.572 -1.183 -0.568
C -1.469 -1.035 -1.727
C -0.657 -0.662 -3.031
C -1.329 -0.717 -4.241
C -0.635 -0.486 -5.455
C 0.737 -0.160 -5.375
C 1.423 -0.191 -4.169
C 0.731 -0.456 -2.976
C 1.403 -0.420 -1.683
H 2.171 -0.247 5.830
H 1.002 -1.504 6.229
H 2.612 -1.806 5.991
H 2.623 -1.165 3.623
H 2.558 -3.527 3.986
H 0.870 -3.562 4.359
H 1.445 -3.077 2.636
H -0.897 2.486 -3.092
H -0.478 1.297 -1.973
H 0.828 1.973 -0.099
H 1.558 0.895 0.997
H -1.305 -1.152 0.273
H -0.087 -2.194 -0.555
H -2.149 -1.827 -1.787
H -2.116 -0.138 -1.497
H -2.296 -0.919 -4.305
H -1.191 -0.375 -6.450
H 1.344 0.084 -6.282
H 2.420 0.041 -4.294
H 2.281 0.247 -1.657
H 1.897 -1.424 -1.557
```

Properties
* spin multiplicity: 1
* E_tot: -1307.27779 hartree